C41H56GeN8O2PSTi | ωB97M-V/def2-TZVPD

```
111
C41H56GeN8O2PSTi | the Open Molecules 2025 dataset | ωB97M-V/def2-TZVPD
Ti -0.0629 0.1835 0.4107
C -1.5531 3.4416 0.8217
N -1.4683 2.3595 -0.1617
C -2.8447 1.8427 -0.3201
C -0.9971 2.9978 -1.4201
C -0.7506 2.1331 -2.6559
N -1.9016 1.5336 -3.3159
C -1.4553 0.6303 -4.3653
C -2.8149 2.5212 -3.8594
H -2.2249 4.2321 0.4622
H -0.5716 3.8805 1.0001
H -1.9551 3.0710 1.7648
H -3.5290 2.6565 -0.6040
H -3.1858 1.4323 0.6247
H -2.8738 1.0677 -1.0752
H -0.0303 3.4486 -1.1815
H -1.6776 3.8232 -1.6778
H -0.0790 1.3263 -2.3583
H -0.2042 2.7755 -3.3664
H -1.0418 1.1709 -5.2329
H -0.6855 -0.0382 -3.9798
H -2.3008 0.0298 -4.7105
H -2.3218 3.1982 -4.5770
H -3.2520 3.1195 -3.0609
H -3.6296 2.0084 -4.3727
N -6.8067 0.7511 5.8733
C -5.8822 0.2351 4.9847
C -6.0080 0.4719 3.6119
C -5.0627 -0.0190 2.7325
C -3.9823 -0.7396 3.2188
C -3.8330 -0.9740 4.5759
C -4.7791 -0.4902 5.4534
S -2.7978 -1.3081 2.0464
O -3.5362 -1.5405 0.8273
O -2.0924 -2.4554 2.5894
N -1.7176 -0.1461 1.7217
C -1.1766 0.6943 2.6269
N -0.0330 1.2433 2.1323
C 0.5245 2.2209 2.8378
C 0.0085 2.6247 4.0540
C -1.1044 1.9456 4.5174
N -1.7055 0.9890 3.8133
H -7.7048 0.9951 5.4947
H -6.8388 0.3191 6.7803
H -6.8538 1.0379 3.2403
H -5.1540 0.1309 1.6649
H -2.9786 -1.5368 4.9265
H -4.6732 -0.6619 6.5181
H 1.4170 2.6679 2.4168
H 0.4703 3.4187 4.6216
H -1.5542 2.1672 5.4788
N 0.5580 -1.6498 1.3214
C 1.6194 -2.4475 0.7515
C 1.8788 -3.6965 1.3127
C 2.9249 -4.4719 0.8492
C 3.7198 -3.9808 -0.1772
C 3.4306 -2.7563 -0.7529
C 2.3651 -1.9620 -0.3210
P 1.8683 -0.3519 -1.2388
C 2.0835 -1.4774 -2.8739
C 3.1255 -1.4497 -3.8021
C 3.1398 -2.3044 -4.8958
C 2.1062 -3.2093 -5.0961
C 1.0681 -3.2661 -4.1789
C 1.0744 -2.4176 -3.0798
C 2.6982 1.0641 -2.2131
C 2.2219 1.4018 -3.4837
C 2.8099 2.4062 -4.2339
C 3.9178 3.0866 -3.7417
C 4.4187 2.7505 -2.4949
C 3.8081 1.7545 -1.7397
H 0.8832 -1.2819 2.2148
H -0.2454 -2.2270 1.5626
H 1.2398 -4.0521 2.1154
H 3.1210 -5.4419 1.2876
H 4.5565 -4.5656 -0.5391
H 4.0490 -2.4098 -1.5684
H 3.9452 -0.7514 -3.6728
H 3.9608 -2.2659 -5.6030
H 2.1186 -3.8675 -5.9561
H 0.2584 -3.9750 -4.3163
H 0.2813 -2.4798 -2.3422
H 1.3839 0.8539 -3.8953
H 2.4242 2.6460 -5.2182
H 4.3889 3.8625 -4.3322
H 5.2941 3.2587 -2.1076
H 4.2108 1.5035 -0.7645
C -2.0463 -4.2625 -1.0078
C -2.4645 -2.9867 -1.7568
C -1.7516 -1.8393 -1.2327
N -1.0705 -0.9738 -0.9112
H -2.6368 -5.1046 -1.3645
H -2.2214 -4.1372 0.0583
H -0.9906 -4.4778 -1.1747
H -3.5311 -2.7995 -1.6305
H -2.2474 -3.0713 -2.8237
C 3.9534 2.1727 2.4254
Ge 3.2036 0.4033 1.8675
C 2.5572 -0.4107 3.5851
C 4.8026 -0.7050 1.4889
C 1.9819 0.6531 0.3578
H 4.9820 2.0357 2.7619
H 3.3863 2.6032 3.2534
H 3.9607 2.8877 1.6004
H 3.2343 -0.0651 4.3686
H 2.6250 -1.5007 3.5592
H 1.5454 -0.1187 3.8777
H 4.5767 -1.7648 1.5936
H 5.5860 -0.4456 2.2046
H 5.1759 -0.5308 0.4790
H 1.9476 1.7228 0.0973
```

As for the expectation value of S²: 0.7599. Its relative energy (zero: lowest compared OMol25 entry of this formula, charge and spin) is 28.9 kcal/mol. As for the LUMO energy (spin up / spin down): 0.3 / 0.1 eV. As for the largest force on an atom: 2.9 eV Å⁻¹. Its total energy is -159195.81540 eV. As for the spin multiplicity: 2. As for the highest occupied orbital energy (spin up / spin down): -6.38 / -6.36 eV. The orbital gap (spin up / spin down) comes out at 6.66 / 6.51 eV.

---

C23H16BrFeN4O5 | ωB97M-V/def2-TZVPD

```
50
C23H16BrFeN4O5 | the Open Molecules 2025 dataset | ωB97M-V/def2-TZVPD
Fe 0.0139 -0.0609 -0.7415
O 5.9534 2.1273 -0.2285
C 4.7786 1.5216 -0.2864
C 4.6056 0.1332 -0.2963
C 3.3320 -0.3798 -0.3772
N 2.2424 0.3990 -0.4453
C 2.4360 1.7154 -0.4167
Br 0.7931 2.6691 -0.4872
C 3.6434 2.3454 -0.3350
H 6.7001 1.5144 -0.2327
H 5.4600 -0.5290 -0.2504
H 3.1514 -1.4470 -0.3873
H 3.7506 3.4202 -0.3153
N -9.9270 -3.4129 -2.0002
C -8.9730 -2.8038 -1.8062
C -7.7657 -2.0694 -1.5549
C -6.5670 -2.7618 -1.3946
C -5.3990 -2.0713 -1.1397
C -5.4140 -0.6839 -1.0513
C -6.6076 0.0055 -1.2078
C -7.7804 -0.6823 -1.4590
N -4.1942 0.0377 -0.8279
C -4.0571 1.4040 -0.6854
C -2.7324 1.6589 -0.5692
N -2.0458 0.4652 -0.6324
C -2.9569 -0.4841 -0.7916
H -6.5573 -3.8397 -1.4739
H -4.4851 -2.6331 -1.0081
H -6.6408 1.0836 -1.1431
H -8.7093 -0.1452 -1.5881
H -4.8872 2.0849 -0.6645
H -2.2370 2.6056 -0.4450
H -2.7288 -1.5335 -0.8624
O -0.0009 -3.7877 0.9448
C 0.1681 -2.6107 1.1285
O 0.1184 -1.6902 0.2102
C 0.4654 -2.1519 2.5568
C 0.7676 -3.1886 3.4939
C 1.0666 -2.9343 4.8104
C 1.0453 -1.6002 5.1818
O 1.2945 -1.0639 6.3596
C 1.1425 0.3466 6.2385
O 0.7673 0.6030 4.8834
C 0.7195 -0.5612 4.2558
C 0.4258 -0.8230 2.9304
H 0.7476 -4.2062 3.1252
H 1.2970 -3.7159 5.5205
H 2.0866 0.8438 6.4603
H 0.3650 0.6996 6.9152
H 0.1637 -0.0360 2.2417
```

As for the expectation value of S²: 8.7800. Its relative energy (zero: lowest compared OMol25 entry of this formula, charge and spin) is 22.4 kcal/mol. As for the LUMO energy (spin up / spin down): -5.7 / -9.1 eV. The total charge is +2. As for the largest force on an atom: 1.0 eV Å⁻¹. Its total energy is -144722.98790 eV. As for the spin multiplicity: 6. As for the highest occupied orbital energy (spin up / spin down): -13.78 / -13.78 eV. The orbital gap (spin up / spin down) comes out at 8.08 / 4.70 eV.

---

C23H32N4O2 | ωB97M-V/def2-TZVPD

```
61
C23H32N4O2 | the Open Molecules 2025 dataset | ωB97M-V/def2-TZVPD
C 3.9930 1.6144 1.5994
C 3.2810 1.0192 2.8109
O 2.1925 0.1931 2.4518
C 2.4168 -1.0743 1.9927
C 3.6545 -1.7048 1.9290
C 3.7334 -3.0063 1.4630
C 2.6029 -3.6869 1.0532
C 1.3621 -3.0658 1.1143
C 1.2790 -1.7674 1.5860
H 0.3213 -1.2748 1.6324
C 0.1040 -3.7750 0.6847
N -0.7173 -2.9020 -0.1264
C -2.0889 -3.3346 -0.2987
C -2.9389 -2.1249 -0.7199
H -3.4180 -1.6740 0.1505
H -3.7165 -2.4283 -1.4208
C -2.0432 -1.0885 -1.4062
N -2.8395 -0.1464 -2.1513
C -2.7570 1.2045 -2.1336
C -3.7283 1.6824 -2.9921
C -4.3380 0.5284 -3.4933
N -3.7912 -0.5573 -2.9829
H -5.1418 0.4502 -4.1979
H -3.9526 2.7040 -3.2206
N -1.8533 1.8987 -1.3253
C -0.4942 1.7867 -1.4108
O 0.0608 1.0653 -2.2080
C 0.2513 2.6327 -0.3959
H 1.3128 2.4538 -0.5811
C -0.0594 4.1437 -0.5178
H -0.6985 4.3646 -1.3733
H 0.8707 4.6946 -0.6587
C -0.7046 4.5491 0.8112
C -0.0991 3.5720 1.8141
H -0.6607 3.5191 2.7455
C -0.1052 2.2474 1.0542
H 0.5958 1.5248 1.4663
H -1.1037 1.8071 1.0974
H 0.9255 3.8671 2.0447
H -0.5039 5.5896 1.0621
H -1.7886 4.4171 0.7745
H -2.2324 2.6499 -0.7677
C -1.0469 -1.8186 -2.3051
C -0.0983 -2.6228 -1.4120
H 0.8097 -2.0466 -1.2176
H 0.1954 -3.5576 -1.9239
H -1.6030 -2.4639 -2.9861
H -0.4827 -1.0954 -2.8917
H -1.4818 -0.5263 -0.6552
H -2.4571 -3.7334 0.6490
H -2.1682 -4.1386 -1.0506
H -0.4683 -4.0423 1.5799
H 0.3662 -4.7127 0.1596
H 2.6838 -4.6989 0.6849
H 4.6985 -3.4894 1.4157
H 4.5594 -1.2046 2.2364
H 2.8291 1.8186 3.4063
H 3.9867 0.4749 3.4499
H 3.2928 2.2004 1.0096
H 4.3992 0.8297 0.9660
H 4.8033 2.2590 1.9293
```

Its relative energy (zero: lowest compared OMol25 entry of this formula, charge and spin) is 55.8 kcal/mol. As for the LUMO energy: 0.7 eV. As for the largest force on an atom: 0.8 eV Å⁻¹. Its total energy is -34426.03119 eV. As for the highest occupied orbital energy: -8.42 eV. Its SMILES is CCOc1cccc(CN2CCC(n3nccc3NC(=O)C3CCCC3)CC2)c1. The orbital gap comes out at 9.14 eV.

---

C11H12Br2 | ωB97M-V/def2-TZVPD

```
25
C11H12Br2 | the Open Molecules 2025 dataset | ωB97M-V/def2-TZVPD
C -2.0694 -2.9499 -0.6223
C -1.4797 -2.7143 0.5570
C -1.8267 -2.1498 -1.7288
C -0.6629 -1.5479 0.7176
C -1.0022 -1.0117 -1.5809
C -0.4306 -0.6667 -0.3227
C 1.3378 0.6557 1.0929
C 0.5115 0.3871 -0.1326
C 2.2795 -0.2862 0.5384
C 1.9094 2.0794 1.3529
C 0.7248 1.3020 -1.2963
Br 3.8258 0.1688 -0.6037
Br 2.1435 -2.1238 0.8247
H -2.5964 -3.9401 -0.7202
H -1.4064 -3.4246 1.3061
H -2.1197 -2.3934 -2.7533
H -0.3993 -1.2852 1.7607
H -1.0679 -0.4112 -2.4039
H 0.9929 0.2743 2.0468
H 2.2736 2.6409 0.4614
H 2.5065 2.2122 2.2470
H 1.0360 2.8965 1.5703
H -0.3013 1.5277 -1.6186
H 1.1120 0.7381 -2.0833
H 1.2490 2.1741 -1.2039
```

Its relative energy (zero: lowest compared OMol25 entry of this formula, charge and spin) is 0.0 kcal/mol. As for the LUMO energy (spin up / spin down): 0.4 / 0.4 eV. As for the largest force on an atom: 4.4 eV Å⁻¹. Its total energy is -151683.14549 eV. As for the highest occupied orbital energy (spin up / spin down): -7.55 / -7.55 eV. The orbital gap (spin up / spin down) comes out at 7.91 / 7.91 eV.

---

Question: The highest relative energy (zero: lowest compared OMol25 entry of this formula, charge and spin) belongs to which entry?
Answer: C23H32N4O2